Record 1
This record from the OMol25 dataset describes C29H21BBrF9MgN2O5S as an isolated structure. The level of theory is ωB97M-V/def2-TZVPD.

Each line ends with the Löwdin charge.
Cartesian coordinates (Å):
Mg 0.83415 -1.87909 -0.08810  0.58
S 1.70406 -4.40147 3.86298  0.92
C 2.99490 -4.69756 2.77141  -0.47
C 2.83082 -4.01584 1.60316  -0.22
C 1.64155 -3.21056 1.51505  -0.16
C 0.95647 -3.34096 2.69321  -0.54
C -0.31954 -2.68509 2.98342  -0.29
C -1.00372 -2.81931 4.19893  -0.05
C -2.20274 -2.16034 4.37542  -0.10
C -2.70767 -1.37452 3.34685  -0.09
C -1.96349 -1.29630 2.17898  -0.13
N -0.81494 -1.92653 1.99781  0.10
H 3.80289 -5.35566 3.05555  0.04
H 3.54714 -4.07415 0.79337  0.09
H -0.58939 -3.43619 4.98670  0.08
H -2.74264 -2.25815 5.31179  0.09
H -3.64397 -0.84067 3.44202  0.08
H -2.30183 -0.69878 1.33831  0.11
Br -2.08918 -0.10474 -2.40035  0.76
C -0.46802 -0.50875 -3.32495  -0.71
C -0.45936 -0.35339 -4.70359  -0.13
C 0.71950 -0.65754 -5.36225  -0.08
C 1.81158 -1.08915 -4.62873  -0.01
C 1.67919 -1.21976 -3.25194  -0.15
N 0.54255 -0.93296 -2.61835  0.11
C 2.86210 -1.72284 -2.40854  -0.62
O 3.95565 -1.75505 -2.98445  -0.02
O 2.59034 -2.04620 -1.22759  -0.07
H -1.34456 -0.01602 -5.22272  0.08
H 0.77677 -0.56121 -6.44110  0.10
H 2.76634 -1.33123 -5.07085  0.11
C 0.36776 6.77821 -0.82156  -0.06
C -0.16812 6.37522 0.55912  -0.57
C -1.70200 6.40211 0.52337  -0.06
C 0.30139 7.42212 1.56950  -0.09
C 0.31024 4.96386 0.90694  -0.20
C 1.05268 4.68198 2.04882  -0.06
C 1.47555 3.38022 2.36115  0.00
C 1.12980 2.36993 1.49760  -0.25
O 1.39522 1.05200 1.56535  0.08
B 0.79622 0.39439 0.40889  -0.29
O 0.17131 1.49315 -0.32158  0.04
C 0.38530 2.63800 0.35127  -0.24
C -0.02904 3.91003 0.03830  0.05
H 0.02858 7.78459 -1.08357  0.07
H 0.02678 6.09402 -1.59750  0.07
H 1.45890 6.76680 -0.82841  0.09
H -2.06274 7.40151 0.26400  0.07
H -2.11380 6.12500 1.49521  0.09
H -2.09097 5.69850 -0.21209  0.08
H -0.05346 8.40975 1.26377  0.08
H 1.38995 7.45773 1.63077  0.08
H -0.08817 7.22021 2.56836  0.08
H 1.32267 5.47653 2.72943  0.08
H 2.05017 3.17625 3.25478  0.11
H -0.60881 4.07411 -0.86082  0.12
F -2.57335 -3.96477 0.57965  0.16
C -1.79863 -4.83943 -0.06700  -0.53
F -0.89160 -5.29720 0.80279  0.17
F -2.59789 -5.89099 -0.38559  0.12
C -1.10743 -4.17365 -1.30754  -0.37
O -0.66960 -2.96632 -1.03864  -0.15
C 0.03970 -5.12447 -1.79506  -0.53
F 0.41251 -4.81389 -3.05184  0.15
F 1.11411 -5.02309 -1.02571  0.18
F -0.31610 -6.43515 -1.81728  0.13
C -2.16832 -4.08891 -2.45703  -0.53
F -3.32868 -3.58158 -1.99991  0.14
F -2.46990 -5.28615 -3.02368  0.12
F -1.75519 -3.29065 -3.44573  0.14

Calculated values
- LUMO energy: 0.1416 hartree
- Charge: -2
- Gap between HOMO and LUMO: 5.8 eV
- Calculated total energy: -155095.5037 eV

Record 2
This record from the OMol25 dataset describes C29H21Br2FeIN8O3 as an isolated structure at a distorted geometry. The level of theory is ωB97M-V/def2-TZVPD.

Each line ends with the Löwdin charge.
Cartesian coordinates (Å):
Fe 0.04865 -0.22761 -0.08019  0.34
C 0.12579 -4.79813 -0.03020  -0.02
C -0.75280 -4.13671 -1.04714  -0.26
N -1.13818 -4.83152 -2.08484  0.11
C -1.93318 -4.25624 -3.00653  -0.12
C -2.38219 -2.96284 -2.91964  -0.17
C -3.29559 -2.42390 -3.98853  -0.22
O -4.58187 -2.05342 -3.50050  -0.06
C -1.96026 -2.17563 -1.82111  -0.09
C -2.47226 -0.83797 -1.63452  -0.03
N -1.92355 0.01246 -0.83767  0.02
C -2.57610 1.24464 -0.59236  -0.31
C -3.34551 1.92082 -1.53181  -0.03
C -3.95873 3.11917 -1.20632  -0.08
C -3.80340 3.67029 0.05383  -0.08
C -3.02749 3.01836 1.00331  -0.14
C -2.42722 1.81894 0.67475  -0.58
I -1.25114 0.79962 2.06137  1.21
C -1.10208 -2.74951 -0.85131  -0.31
O -0.63732 -2.12959 0.16642  -0.14
H 0.01963 -5.87735 -0.10949  0.08
H -0.12415 -4.46004 0.97457  0.08
H 1.17761 -4.54971 -0.20040  0.07
H -2.21733 -4.88073 -3.84587  0.10
H -3.38830 -3.17149 -4.78440  0.12
H -2.89148 -1.51696 -4.44644  0.12
H -4.97295 -2.82900 -3.08338  0.10
H -3.40584 -0.59673 -2.13878  0.12
H -3.44666 1.52563 -2.53287  0.11
H -4.54754 3.63448 -1.95228  0.11
H -4.27008 4.61400 0.29924  0.11
H -2.89118 3.44446 1.98745  0.10
N 1.81922 -1.11247 -3.63150  0.05
C 0.83899 -0.50438 -2.95841  -0.07
N 1.00287 -0.75601 -1.67982  0.07
C 2.12985 -1.51028 -1.61963  -0.26
N 2.65560 -1.76117 -2.79541  0.15
C 2.60662 -1.92699 -0.30039  -0.17
C 3.71294 -2.73719 -0.07946  -0.06
N 4.05377 -3.11781 1.14300  0.10
C 3.28294 -2.69855 2.13887  -0.10
C 2.18726 -1.87088 1.93124  -0.10
N 1.85505 -1.47120 0.71446  0.10
H 1.98138 -1.12689 -4.62441  0.16
H 0.06444 0.09941 -3.39499  0.14
H 4.32230 -3.07755 -0.90598  0.12
H 3.54314 -3.02730 3.13652  0.11
H 1.56940 -1.53310 2.75302  0.12
Br -0.15322 3.70236 -2.95545  0.76
C 1.08187 3.66153 -1.51883  -0.60
C 1.96230 4.73693 -1.36418  -0.18
C 2.87854 4.74519 -0.35162  -0.64
Br 4.03796 6.23574 -0.16961  0.75
C 2.95956 3.65513 0.54886  -0.19
C 3.88217 3.57073 1.61601  -0.04
C 3.88448 2.47036 2.42390  -0.05
C 2.96953 1.43603 2.15430  -0.15
N 2.10204 1.47854 1.17907  0.09
C 2.07106 2.56664 0.37653  -0.14
C 1.07413 2.55581 -0.67432  -0.39
O 0.24069 1.59186 -0.82712  -0.21
H 1.90123 5.56662 -2.05367  0.09
H 4.57677 4.38332 1.77622  0.07
H 4.57875 2.37738 3.24724  0.10
H 2.96363 0.54536 2.77759  0.09

Calculated values
- LUMO energy (spin up / spin down): -0.0161 / -0.0153 hartree
- Energy relative to the best compared isomer or geometry (same formula, charge and spin): 18.33 kJ/mol
- Gap between HOMO and LUMO (spin up / spin down): 6.7 / 6.7 eV
- Calculated total energy: -231050.9137 eV

Record 3
This record from the OMol25 dataset describes C29H21BrCl2N9O4Tl as an isolated structure. The level of theory is ωB97M-V/def2-TZVPD.

Each line ends with the Löwdin charge.
Cartesian coordinates (Å):
Tl 0.10825 -0.60580 -0.52989  0.75
Cl -4.25448 2.98296 5.57700  0.58
C -3.14863 1.90461 4.75145  -0.70
C -3.08041 1.94812 3.37047  -0.06
C -2.23264 1.10358 2.64112  -0.21
N -2.25978 1.02720 1.24770  0.12
C -2.62232 2.06430 0.54147  -0.52
O -2.79068 3.27088 0.90848  -0.11
C -2.85689 1.80497 -0.94924  -0.20
C -3.36687 2.85097 -1.71916  -0.03
C -3.63906 2.63842 -3.05889  -0.08
C -3.39302 1.38873 -3.60222  -0.08
C -2.86826 0.41331 -2.76792  -0.16
N -2.60709 0.60492 -1.48154  0.07
C -1.39633 0.20323 3.36405  -0.21
C -1.49272 0.17994 4.76045  -0.06
C -2.34957 1.01792 5.44909  -0.70
Cl -2.38978 0.93616 7.19752  0.58
N -0.44906 -0.54156 2.67212  0.05
C -0.10240 -1.73694 3.12262  -0.50
O -0.58809 -2.41381 4.05303  -0.04
C 1.04541 -2.39710 2.36434  -0.22
C 1.16309 -3.78414 2.42930  -0.02
C 2.20332 -4.40166 1.75998  -0.09
C 3.11951 -3.61828 1.07359  -0.09
C 2.93491 -2.24525 1.07543  -0.16
N 1.91628 -1.64410 1.68935  0.09
H -3.70258 2.64605 2.83379  0.09
H -3.54296 3.80172 -1.23704  0.10
H -4.03102 3.44006 -3.67434  0.10
H -3.58451 1.17569 -4.64585  0.09
H -2.62028 -0.56956 -3.15849  0.11
H -0.88638 -0.52589 5.30653  0.10
H 0.42912 -4.33141 3.00286  0.10
H 2.29867 -5.48184 1.76828  0.09
H 3.94527 -4.05506 0.52700  0.10
H 3.60987 -1.59630 0.53044  0.09
Br 1.03707 -3.44896 -2.31912  0.68
C 2.52202 -2.76314 -3.30562  -0.60
C 2.96328 -3.53092 -4.34546  -0.17
C 4.07494 -3.10205 -5.10122  -0.12
C 4.70397 -1.93838 -4.77086  -0.07
C 4.25363 -1.14345 -3.68581  -0.19
C 4.93822 0.04448 -3.34222  -0.09
C 4.49969 0.78955 -2.28358  -0.11
C 3.35967 0.39273 -1.55150  -0.19
C 2.60859 -0.73799 -1.82190  -0.20
C 3.10854 -1.52488 -2.91315  -0.24
H 2.46364 -4.46096 -4.57981  0.08
H 4.42249 -3.70665 -5.93108  0.09
H 5.56754 -1.59917 -5.33502  0.10
H 5.80409 0.34156 -3.92582  0.09
H 5.02430 1.70277 -2.01468  0.09
H 3.04398 1.04271 -0.73773  0.05
N 1.12372 1.42031 1.24048  0.01
N 0.56115 2.67008 0.96317  0.01
C 0.26337 3.00844 -0.31445  -0.41
N -0.42334 4.17407 -0.45342  0.17
N 0.65416 2.16230 -1.25733  0.11
N 0.39339 2.46556 -2.55849  -0.43
O 0.39006 3.63708 -2.96608  -0.01
O 0.32087 1.51518 -3.31055  0.03
H 0.49448 0.78906 1.76577  0.00
H 1.98976 1.53939 1.74723  0.09
H -0.03669 3.09469 1.66298  0.14
H -1.25825 4.19537 0.14788  0.08
H -0.60643 4.38489 -1.42408  0.07

Calculated values
- LUMO energy: 0.1562 hartree
- Charge: -2
- Energy relative to the best compared isomer or geometry (same formula, charge and spin): 0.00 kJ/mol
- Gap between HOMO and LUMO: 6.0 eV
- Calculated total energy: -151794.6862 eV